# 1
The following is a quantum chemistry calculation of one molecule with the formula C5H14NO2P in a non-equilibrium geometry, from the OMol25 dataset.

CARTESIAN COORDINATES (ANGSTROEM)
C (-0.7313, 1.0475, -1.5188)
C (0.5194, 0.7112, -0.8089)
C (1.1174, 1.7131, 0.1400)
C (0.3187, -0.6280, 0.1212)
C (-0.8110, -0.4349, 1.4391)
N (1.4653, -1.2315, 0.6728)
P (-0.5303, -1.9226, -1.1803)
O (-0.2143, -3.0586, -0.1612)
O (-2.1441, -1.9773, -0.9896)
H (-1.5949, 1.2296, -0.8416)
H (-1.0615, 0.1586, -2.1427)
H (-0.5730, 2.0162, -2.0468)
H (1.2301, 0.5647, -1.6109)
H (0.4864, 1.5724, 1.1093)
H (2.1450, 1.4785, 0.5172)
H (1.0765, 2.7145, -0.2654)
H (-0.3986, -0.1098, 2.4014)
H (-1.2584, -1.3678, 1.4700)
H (-1.4937, 0.3296, 1.1778)
H (1.3178, -2.1391, 1.0724)
H (1.8362, -0.6119, 1.3304)
H (0.0189, -3.9883, -0.3989)
H (-2.6677, -1.5584, -1.7023)

LUMO energy ... 0.71 eV
Orbital gap ... 8.636 eV
HOMO ... -7.926 eV
Structure (SMILES) ... CC(C)[C@](C)(N)P(O)O
Spin multiplicity ... 1

Charges obtained by Mulliken population analysis, quoted in units of e: number 1, C, carries -1.15; number 2, C, carries 0.56; number 3, C, carries -1.33; number 4, C, carries 0.53; number 5, C, carries -1.47; number 6, N, carries -0.69; number 7, P, carries 0.01; number 8, O, carries -0.42; number 9, O, carries -0.47; number 10, H, carries 0.23; number 11, H, carries 0.23; number 12, H, carries 0.41; number 13, H, carries 0.26; number 14, H, carries 0.28; number 15, H, carries 0.29; number 16, H, carries 0.39; number 17, H, carries 0.37; number 18, H, carries 0.47; number 19, H, carries 0.36; number 20, H, carries 0.25; number 21, H, carries 0.23; number 22, H, carries 0.34; number 23, H, carries 0.33

---

# 2
The following is a quantum chemistry calculation of C40H38N8OS4Ti as an isolated structure, from the OMol25 dataset.

CARTESIAN COORDINATES (ANGSTROEM)
Ti (0.4652, -0.1201, -0.2998)
C (2.9146, 1.1986, 1.8391)
C (1.9955, 2.3789, 1.5050)
C (0.5631, 2.2448, 1.9384)
C (0.0479, 3.0382, 2.9589)
C (-1.2922, 2.9412, 3.2879)
C (-2.0892, 2.0542, 2.5815)
C (-1.5057, 1.2970, 1.5872)
N (-0.2070, 1.3788, 1.2777)
N (2.6334, -0.1390, 1.2356)
C (2.8367, -1.1400, 2.3068)
C (2.2979, -2.5241, 2.0561)
C (2.0876, -3.3764, 3.1381)
C (1.5606, -4.6288, 2.8933)
C (1.2565, -4.9874, 1.5849)
C (1.5055, -4.0721, 0.5789)
N (2.0313, -2.8703, 0.8106)
C (3.6159, -0.4113, 0.1721)
C (3.5032, 0.5669, -0.9595)
C (4.6045, 0.9245, -1.7241)
C (4.4351, 1.8082, -2.7749)
C (3.1693, 2.3190, -3.0231)
C (2.1222, 1.9072, -2.2224)
N (2.2829, 1.0431, -1.2141)
H (2.8992, 1.0890, 2.9244)
H (3.9388, 1.4948, 1.5822)
H (2.0112, 2.6125, 0.4433)
H (2.4279, 3.2397, 2.0210)
H (0.6970, 3.7312, 3.4780)
H (-1.7081, 3.5515, 4.0791)
H (-3.1439, 1.9460, 2.7916)
H (-2.0805, 0.5797, 1.0157)
H (2.3404, -0.7786, 3.2007)
H (3.9115, -1.2003, 2.5434)
H (2.2962, -3.0432, 4.1473)
H (1.3661, -5.3104, 3.7115)
H (0.8258, -5.9520, 1.3528)
H (1.2693, -4.2855, -0.4587)
H (3.4240, -1.4185, -0.2037)
H (4.6377, -0.3782, 0.5774)
H (5.5766, 0.5103, -1.4915)
H (5.2784, 2.1003, -3.3869)
H (2.9903, 3.0213, -3.8251)
H (1.1139, 2.2680, -2.3778)
C (-2.3376, -3.5359, 0.9535)
C (-1.3699, -2.3985, 1.1477)
N (-0.8206, -1.7619, 0.0912)
N (-1.2940, -2.2561, -1.1282)
C (-0.4771, -2.2705, -2.1191)
N (-0.9560, -2.7837, -3.3170)
S (1.1790, -1.7113, -2.1027)
C (-1.0190, -2.0427, 2.4740)
C (-1.5178, -2.7603, 3.6010)
C (-1.2134, -2.3451, 4.8678)
C (-0.4172, -1.2018, 5.0475)
C (0.0615, -0.5878, 3.9050)
N (-0.1754, -0.9890, 2.6633)
H (-2.7092, -3.5509, -0.0644)
H (-1.8521, -4.4988, 1.1491)
H (-3.1824, -3.4489, 1.6383)
H (-1.9655, -2.7942, -3.3611)
H (-0.5317, -2.3660, -4.1305)
H (-2.1256, -3.6413, 3.4569)
H (-1.5893, -2.8924, 5.7239)
H (-0.1816, -0.8121, 6.0279)
H (0.6872, 0.3001, 4.0020)
O (-0.7289, 0.8657, -1.3400)
C (-1.6804, 1.4386, -2.1706)
C (-1.6578, 0.7761, -3.5442)
C (-0.5565, 0.4759, -4.2881)
C (-0.8826, -0.0704, -5.5581)
C (-2.2278, -0.1694, -5.7520)
S (-3.1003, 0.3804, -4.3877)
C (-1.3411, 2.9169, -2.3324)
C (-1.3445, 3.6925, -3.4509)
C (-0.9538, 5.0382, -3.1944)
C (-0.6593, 5.2499, -1.8846)
S (-0.8486, 3.8258, -0.9508)
C (-3.0583, 1.2756, -1.5401)
C (-3.5824, 0.1057, -1.0728)
C (-4.8911, 0.2691, -0.5474)
C (-5.3339, 1.5551, -0.6362)
S (-4.1646, 2.5752, -1.3527)
H (0.4517, 0.6036, -3.9256)
H (-0.1504, -0.3815, -6.2902)
H (-2.7472, -0.5532, -6.6151)
H (-1.6151, 3.3080, -4.4241)
H (-0.8932, 5.8064, -3.9518)
H (-0.3346, 6.1670, -1.4198)
H (-3.0359, -0.8297, -1.1098)
H (-5.4776, -0.5346, -0.1253)
H (-6.2846, 1.9535, -0.3204)

LUMO energy (alpha / beta) ... 0.32 / 0.30 eV
Orbital gap (alpha / beta) ... 5.034 / 7.276 eV
HOMO (alpha / beta) ... -4.710 / -6.974 eV
Spin multiplicity ... 3

Charges obtained by Mulliken population analysis, quoted in units of e: number 1, Ti, carries -0.32; number 2, C, carries -1.22; number 3, C, carries -0.90; number 4, C, carries -0.03; number 5, C, carries -1.04; number 6, C, carries -0.99; number 7, C, carries -1.33; number 8, C, carries -0.57; number 9, N, carries 3.37; number 10, N, carries 1.10; number 11, C, carries -1.85; number 12, C, carries 0.44; number 13, C, carries -0.78; number 14, C, carries -0.63; number 15, C, carries -0.78; number 16, C, carries -0.39; number 17, N, carries 0.07; number 18, C, carries -1.84; number 19, C, carries 0.83; number 20, C, carries -1.03; number 21, C, carries -0.68; number 22, C, carries -1.20; number 23, C, carries -0.38; number 24, N, carries 0.97; number 25, H, carries 0.77; number 26, H, carries 0.40; number 27, H, carries -0.24; number 28, H, carries 0.73; number 29, H, carries 0.56; number 30, H, carries 0.45; number 31, H, carries 0.61; number 32, H, carries 0.23; number 33, H, carries 0.50; number 34, H, carries 0.80; number 35, H, carries 0.41; number 36, H, carries 0.41; number 37, H, carries 0.47; number 38, H, carries 0.51; number 39, H, carries 0.53; number 40, H, carries 0.69; number 41, H, carries 0.53; number 42, H, carries 0.42; number 43, H, carries 0.55; number 44, H, carries 0.35; number 45, C, carries -2.13; number 46, C, carries 0.11; number 47, N, carries 2.83; number 48, N, carries -1.70; number 49, C, carries 0.16; number 50, N, carries -0.52; number 51, S, carries -0.69; number 52, C, carries 0.35; number 53, C, carries -1.12; number 54, C, carries -0.80; number 55, C, carries -1.62; number 56, C, carries -0.11; number 57, N, carries 1.03; number 58, H, carries 0.46; number 59, H, carries 0.30; number 60, H, carries 0.47; number 61, H, carries 0.30; number 62, H, carries 0.25; number 63, H, carries 0.45; number 64, H, carries 0.42; number 65, H, carries 0.48; number 66, H, carries 0.21; number 67, O, carries 0.80; number 68, C, carries 3.09; number 69, C, carries 0.10; number 70, C, carries -0.57; number 71, C, carries -0.81; number 72, C, carries -0.66; number 73, S, carries -0.13; number 74, C, carries -1.10; number 75, C, carries -0.35; number 76, C, carries -0.82; number 77, C, carries -0.65; number 78, S, carries 0.23; number 79, C, carries -0.93; number 80, C, carries -0.16; number 81, C, carries -0.88; number 82, C, carries -0.69; number 83, S, carries -0.17; number 84, H, carries 0.38; number 85, H, carries 0.41; number 86, H, carries 0.45; number 87, H, carries 0.55; number 88, H, carries 0.42; number 89, H, carries 0.47; number 90, H, carries 0.55; number 91, H, carries 0.45; number 92, H, carries 0.46

---

# 3
The following is a quantum chemistry calculation of C41H27Cl4N3O11RuS2Sb as an isolated structure in a non-equilibrium geometry, from the OMol25 dataset.

CARTESIAN COORDINATES (ANGSTROEM)
Ru (-1.0238, 0.1714, 0.0660)
O (-1.0237, -2.9623, 2.5433)
C (-1.3051, -1.8489, 2.1761)
O (-1.3233, -1.5406, 0.8745)
C (-1.6958, -0.7848, 3.1557)
C (-2.5092, -1.1301, 4.2044)
C (-2.8580, -0.1588, 5.1318)
C (-2.3736, 1.1232, 5.0518)
C (-1.5416, 1.4554, 4.0014)
C (-1.1998, 0.5320, 2.9975)
O (-0.4220, 0.7864, 1.9920)
N (-1.0521, 2.8517, 3.9780)
O (-1.2866, 3.5441, 4.9541)
O (-0.5073, 3.2522, 2.9756)
N (-3.7621, -0.4999, 6.2426)
O (-3.9998, 0.3601, 7.0679)
O (-4.2197, -1.6249, 6.2722)
H (-2.8621, -2.1466, 4.3120)
H (-2.6342, 1.8638, 5.7905)
Cl (-0.5554, -0.2718, -6.6854)
C (-0.5962, 0.2995, -5.0589)
C (-0.1021, 1.6189, -4.7709)
Cl (0.5112, 2.5797, -6.0586)
C (-0.0949, 2.1144, -3.4918)
Cl (0.5102, 3.6663, -3.0858)
C (-0.5903, 1.3120, -2.4432)
O (-0.5709, 1.6690, -1.2038)
C (-1.0369, -0.0153, -2.7237)
O (-1.3192, -0.7511, -1.7143)
C (-1.0577, -0.5044, -4.0588)
Cl (-1.5976, -2.1068, -4.3119)
O (-4.3107, -0.2555, -3.7454)
S (-4.7772, 0.8988, -3.0272)
O (-5.2269, 2.0453, -3.7650)
N (-3.6422, 1.3500, -1.9221)
C (-4.0537, 1.1905, -0.6981)
S (-3.1177, 1.5485, 0.7069)
C (-5.4600, 0.6437, -0.5926)
C (-6.1906, 0.3301, 0.5362)
C (-7.4705, -0.1885, 0.3668)
C (-8.0004, -0.3911, -0.9065)
C (-7.2593, -0.0847, -2.0420)
C (-5.9923, 0.4284, -1.8453)
H (-5.7608, 0.4834, 1.5183)
H (-8.0622, -0.4452, 1.2367)
H (-8.9998, -0.7951, -1.0135)
H (-7.6566, -0.2455, -3.0363)
C (2.0199, -1.4062, 3.2270)
C (3.3833, -1.1597, 2.6265)
C (4.5299, -1.3489, 3.3970)
C (5.7998, -1.1523, 2.8740)
C (5.9493, -0.7543, 1.5535)
C (4.8183, -0.5531, 0.7740)
C (3.5406, -0.7507, 1.3001)
Sb (1.8667, -0.3794, 0.0201)
C (2.2282, -1.6732, -1.6148)
C (1.9270, -1.2008, -2.8916)
C (1.9643, -2.0351, -3.9999)
C (2.3143, -3.3661, -3.8266)
C (2.5870, -3.8497, -2.5540)
C (2.5268, -3.0276, -1.4292)
C (2.7350, -3.6206, -0.0560)
C (2.5951, 1.5712, -0.5136)
C (1.9095, 2.5158, 0.2610)
C (2.2228, 3.8636, 0.2176)
C (3.2417, 4.2917, -0.6198)
C (3.9287, 3.3681, -1.3890)
C (3.6317, 2.0022, -1.3555)
C (4.4609, 1.1100, -2.2499)
H (2.1029, -1.6807, 4.2785)
H (1.4940, -2.2164, 2.7164)
H (1.3875, -0.5171, 3.1515)
H (4.4162, -1.6609, 4.4294)
H (6.6705, -1.3096, 3.4989)
H (6.9343, -0.5947, 1.1323)
H (4.9445, -0.2318, -0.2518)
H (1.6618, -0.1571, -3.0310)
H (1.7113, -1.6511, -4.9822)
H (2.3543, -4.0345, -4.6785)
H (2.8264, -4.8996, -2.4203)
H (2.7797, -4.7078, -0.1108)
H (1.9104, -3.3665, 0.6180)
H (3.6572, -3.2643, 0.4070)
H (1.1014, 2.2031, 0.9167)
H (1.6632, 4.5644, 0.8253)
H (3.5049, 5.3418, -0.6706)
H (4.7322, 3.7056, -2.0361)
H (5.5029, 1.4376, -2.2458)
H (4.1096, 1.1645, -3.2843)
H (4.4342, 0.0635, -1.9648)

LUMO energy (alpha / beta) ... 1.63 / -0.33 eV
Orbital gap (alpha / beta) ... 6.720 / 5.943 eV
HOMO (alpha / beta) ... -5.094 / -6.271 eV
Net charge ... -1
Spin multiplicity ... 5

Charges obtained by Mulliken population analysis, quoted in units of e: number 1, Ru, carries 1.31; number 2, O, carries -0.64; number 3, C, carries -0.19; number 4, O, carries -0.66; number 5, C, carries 1.86; number 6, C, carries -0.16; number 7, C, carries -0.79; number 8, C, carries -0.29; number 9, C, carries -0.62; number 10, C, carries -0.17; number 11, O, carries 0.03; number 12, N, carries 1.03; number 13, O, carries -0.72; number 14, O, carries -0.57; number 15, N, carries 1.05; number 16, O, carries -0.65; number 17, O, carries -0.65; number 18, H, carries 0.62; number 19, H, carries 0.67; number 20, Cl, carries -0.17; number 21, C, carries 0.38; number 22, C, carries 0.39; number 23, Cl, carries -0.21; number 24, C, carries 0.33; number 25, Cl, carries -0.14; number 26, C, carries 0.03; number 27, O, carries -1.16; number 28, C, carries 0.95; number 29, O, carries -1.35; number 30, C, carries 0.27; number 31, Cl, carries -0.17; number 32, O, carries -0.61; number 33, S, carries 1.07; number 34, O, carries -0.69; number 35, N, carries -0.30; number 36, C, carries 0.78; number 37, S, carries -0.51; number 38, C, carries 0.10; number 39, C, carries -0.61; number 40, C, carries -0.61; number 41, C, carries -0.45; number 42, C, carries -0.68; number 43, C, carries 0.08; number 44, H, carries 0.45; number 45, H, carries 0.39; number 46, H, carries 0.37; number 47, H, carries 0.43; number 48, C, carries -0.85; number 49, C, carries 0.71; number 50, C, carries -0.76; number 51, C, carries -0.68; number 52, C, carries -1.09; number 53, C, carries -0.42; number 54, C, carries 0.54; number 55, Sb, carries 0.70; number 56, C, carries 0.25; number 57, C, carries -0.05; number 58, C, carries -0.96; number 59, C, carries -0.88; number 60, C, carries -0.79; number 61, C, carries 0.68; number 62, C, carries -1.14; number 63, C, carries 1.54; number 64, C, carries -0.82; number 65, C, carries -1.05; number 66, C, carries -0.80; number 67, C, carries -0.75; number 68, C, carries 1.24; number 69, C, carries -1.93; number 70, H, carries 0.46; number 71, H, carries 0.19; number 72, H, carries -0.07; number 73, H, carries 0.39; number 74, H, carries 0.36; number 75, H, carries 0.47; number 76, H, carries 0.24; number 77, H, carries 0.71; number 78, H, carries 0.47; number 79, H, carries 0.39; number 80, H, carries 0.39; number 81, H, carries 0.48; number 82, H, carries 0.08; number 83, H, carries 0.26; number 84, H, carries 0.22; number 85, H, carries 0.52; number 86, H, carries 0.36; number 87, H, carries 0.42; number 88, H, carries 0.50; number 89, H, carries 0.40; number 90, H, carries 0.22

---

# 4
The following is a quantum chemistry calculation of one molecule with the formula C3H4N2 in a non-equilibrium geometry, from the OMol25 dataset.

CARTESIAN COORDINATES (ANGSTROEM)
C (-0.3653, -0.7206, 1.4582)
N (-0.8287, -0.3927, 0.2594)
C (-0.0147, 0.7239, -0.5521)
C (0.5511, 0.0349, -1.6697)
N (0.9741, -0.5118, -2.5692)
H (-0.8785, -1.6171, 1.9835)
H (0.4814, -0.2566, 1.9537)
H (0.7897, 1.2806, 0.1406)
H (-0.7091, 1.4595, -1.0044)

LUMO energy ... 0.64 eV
Orbital gap ... 11.262 eV
HOMO ... -10.621 eV
Structure (SMILES) ... C=NCC#N
Spin multiplicity ... 1

Charges obtained by Mulliken population analysis, quoted in units of e: number 1, C, carries -0.21; number 2, N, carries -0.38; number 3, C, carries -0.24; number 4, C, carries 0.22; number 5, N, carries -0.33; number 6, H, carries 0.24; number 7, H, carries 0.23; number 8, H, carries 0.28; number 9, H, carries 0.21

---

Summary of E in eV
-20285.1276, -122523.6596, -150824.4966, -6153.9212
(order as listed above)
Summary of energy relative to the best compared isomer or geometry (same formula, charge and spin) in kJ/mol
87.6, 14.7, 0.0, 191.0
(order as listed above)